Here is a 9-piece molecular cluster, C10H38O9 overall at a distorted geometry from the Open Molecules 2025 dataset. Energies are from the ωB97M-V functional and the def2-TZVPD basis.

Each line ends with the Mulliken charge.
Cartesian coordinates (Å):
C 0.75978 -2.12343 -2.56191  -0.5934
C 1.76910 -1.08693 -2.77814  0.2403
O 2.94790 -1.90070 -2.80345  -0.5544
H 0.86511 -2.49669 -1.60153  0.1268
H 0.54235 -2.78315 -3.46286  0.4292
H -0.23513 -1.57912 -2.47807  0.0374
H 1.86100 -0.31974 -1.94213  -0.1652
H 1.53803 -0.67175 -3.74666  0.2997
H 2.81046 -2.51582 -3.50828  0.3326
C -1.17693 1.27071 2.92657  -0.3560
O -2.33959 1.02597 3.65046  -0.5359
H -0.23712 1.49908 3.46335  0.4188
H -1.31400 2.23619 2.42395  0.2612
H -0.83381 0.56452 2.15334  -0.1011
H -2.07740 0.90192 4.54422  0.3177
C 0.13463 -4.31068 0.45436  -0.3678
O 1.50713 -4.06191 0.50229  -0.5511
H -0.37574 -4.50719 1.45577  0.2026
H -0.15193 -5.09122 -0.24860  0.3682
H -0.38186 -3.50711 0.04998  -0.1295
H 1.54774 -3.20697 0.92911  0.3568
C -1.86170 -0.74688 -0.16819  -0.4896
O -1.07224 0.35770 -0.49924  0.1553
H -2.27804 -0.45460 0.80849  0.3145
H -1.19584 -1.51463 -0.06188  -0.1511
H -2.70298 -1.02219 -0.78541  0.3618
H -1.57239 1.14199 -0.63368  0.0305
C 0.52664 2.31022 -3.00505  -0.4969
O 1.78519 2.66555 -2.47122  -0.4916
H -0.17733 2.92370 -2.56157  0.3201
H 0.19299 1.33815 -2.71652  0.0347
H 0.47647 2.36390 -4.14166  0.3090
H 1.86027 3.60823 -2.72639  0.3155
C -3.77009 2.41859 -0.79907  -0.8215
O -2.42468 2.81825 -1.01800  -0.4212
H -4.03278 1.71385 0.02810  0.2695
H -4.03404 1.92468 -1.63830  0.3698
H -4.38572 3.32055 -0.74836  0.3197
H -2.37370 3.30480 -1.81014  0.2334
C 0.87359 3.24609 0.60280  -0.2527
O 1.38290 4.61114 0.54074  -0.5751
H -0.19238 3.21763 0.47958  0.1429
H 1.04671 2.85899 1.63032  0.2366
H 1.27275 2.44900 0.00390  0.1042
H 1.11672 5.03234 1.40725  0.3115
C -0.13034 -2.08508 3.59629  -0.5473
O 0.92308 -1.16763 3.31142  -0.5740
H -0.67868 -2.29121 2.67542  0.0668
H -0.82910 -1.85442 4.40563  0.3085
H 0.23855 -3.12149 3.73821  0.3378
H 1.11042 -1.17972 2.38627  0.5156
C 2.61381 -0.95990 0.63025  -0.9608
O 1.22578 -0.91497 0.67012  0.0571
H 2.96005 -0.02652 0.36048  0.3384
H 2.95146 -1.56648 -0.24789  0.2815
H 3.03046 -1.31286 1.58483  0.4481
H 0.96446 -0.74277 -0.24929  -0.4381

Calculated values
SMILES: CCO.CO.CO.CO.CO.CO.CO.CO.CO
Highest occupied orbital energy, Eh: -0.358
Kohn-Sham gap, eV: 10.15

=====

Here is one molecule with the formula C4H8O3 from the Open Molecules 2025 dataset. Energies are from the ωB97M-V functional and the def2-TZVPD basis.

Each line ends with the Mulliken charge.
Cartesian coordinates (Å):
C 2.54472 -0.04109 0.55956  -0.6279
O 1.16448 0.30002 0.69999  -0.3071
C 0.29898 -0.55910 0.13261  0.4666
O 0.62700 -1.52850 -0.50167  -0.5495
C -1.12549 -0.05474 0.32443  0.4131
C -1.47095 0.77848 -0.90268  -1.3248
O -2.00753 -1.14640 0.41320  -0.5076
H 2.73784 -1.01304 1.02146  0.2861
H 3.09520 0.74586 1.07716  0.2224
H 2.83394 -0.08415 -0.49445  0.2935
H -1.14448 0.54943 1.24294  0.2099
H -0.90093 1.71094 -0.94436  0.3325
H -2.54736 0.99894 -0.88697  0.3694
H -1.25931 0.17662 -1.79211  0.3858
H -2.84610 -0.83327 0.05092  0.3376

Calculated values
SMILES: COC(=O)[C@@H](C)O
Highest occupied orbital energy, Eh: -0.380
Kohn-Sham gap, eV: 11.18

=====

Here is one molecule with the formula C5H10O at a distorted geometry from the Open Molecules 2025 dataset. Energies are from the ωB97M-V functional and the def2-TZVPD basis.

Each line ends with the Mulliken charge.
Cartesian coordinates (Å):
C -1.54206 -2.12810 -0.71227  -0.8620
C -1.04235 -1.66894 0.63701  -0.6634
C -0.08623 -0.53486 0.73379  -0.1628
C -0.15570 0.72013 0.08649  -0.1054
C 1.08796 1.57852 0.28171  -0.5274
O 1.76105 2.14836 -0.86664  -0.4761
H -2.08994 -3.10674 -0.57770  0.3153
H -2.10235 -1.26817 -1.20060  0.2531
H -0.66289 -2.49798 -1.41965  0.2111
H -1.85810 -1.23615 1.21735  0.2658
H -0.79289 -2.53453 1.22584  0.3766
H 0.52153 -0.48901 1.64339  0.2569
H -0.99182 1.13606 -0.54845  0.2955
H 0.58197 2.45248 0.66015  0.2632
H 1.77966 1.17251 1.06890  0.2632
H 1.95664 1.38421 -1.29647  0.2964

Calculated values
SMILES: CC/C=C/CO
Highest occupied orbital energy, Eh: -0.325
Kohn-Sham gap, eV: 9.84

=====

Here is C9H11NdO6 as an isolated structure at a distorted geometry from the Open Molecules 2025 dataset. Energies are from the ωB97M-V functional and the def2-TZVPD basis.

Each line ends with the Mulliken charge.
Cartesian coordinates (Å):
O -1.65252 4.08807 -3.67862  -0.1068
C -0.96133 3.52039 -2.98058  0.1067
Nd 0.00000 0.00000 0.00000  -0.6027
O 1.47457 2.32315 -1.18468  -0.0008
C 0.93810 1.42454 -0.71297  0.3100
C 1.36871 -0.66123 1.05044  0.5597
O 2.22140 -1.07317 1.70484  -0.1205
C -1.26425 -1.26702 0.46260  0.5041
O -2.08564 -2.02803 0.71571  -0.0227
C -0.71811 1.14029 1.26555  0.6639
O -1.20296 1.86374 2.01349  -0.1582
H -1.16849 0.56440 -0.89679  0.4791
C 3.15852 -0.83959 -1.68804  -0.8671
C 1.85156 -0.96336 -2.48493  -0.4883
O 0.73234 -1.42391 -1.73596  -0.1664
C 0.84742 -2.78503 -1.33653  -0.3498
C -0.26928 -3.59966 -1.97384  -1.2538
H 3.07199 -0.10245 -0.87108  0.1665
H 3.96202 -0.48775 -2.36855  0.4196
H 3.47657 -1.81132 -1.26100  0.3325
H 1.59598 0.01873 -2.93139  0.3701
H 2.01461 -1.63767 -3.35597  0.4423
H 1.81410 -3.25739 -1.62270  0.4080
H 0.78031 -2.86635 -0.23512  0.3824
H -0.18049 -3.56136 -3.08004  0.3266
H -0.19692 -4.65766 -1.64339  0.4122
H -1.25995 -3.19832 -1.67736  0.2531

Calculated values
Highest occupied orbital energy (spin up / spin down), Eh: -0.648 / -0.683
2S+1: 4
Kohn-Sham gap (spin up / spin down), eV: 5.35 / 6.69
Net charge: +2

=====

Energy relative to the best compared isomer or geometry (same formula, charge and spin) list, top to bottom, in kJ/mol: 552.0 95.8 252.7 1956.8